Record 1
{
  "formula": "C47H49N4O4SSiY",
  "method": "ωB97M-V/def2-TZVPD",
  "charge": 0,
  "lumo_ev": 0.17,
  "gap_ha": 0.300,
  "e_homo_ev": -7.9860,
  "species": ["Y", "C", "C", "C", "O", "C", "C", "O", "C", "O", "C", "C", "C", "C", "C", "C", "C", "C", "C", "C", "C", "C", "C", "O", "C", "C", "C", "C", "C", "C", "C", "C", "C", "C", "C", "C", "H", "H", "H", "H", "H", "H", "H", "H", "H", "H", "H", "H", "H", "H", "H", "H", "H", "H", "H", "H", "H", "H", "H", "H", "H", "H", "H", "H", "C", "C", "C", "C", "C", "C", "N", "N", "Si", "C", "C", "C", "H", "H", "H", "H", "H", "H", "H", "H", "H", "H", "H", "H", "H", "H", "H", "N", "C", "N", "C", "C", "C", "C", "C", "C", "S", "H", "H", "H", "H", "H", "H"],
  "positions_angstrom": [[1.241, 0.256, -0.471], [-5.007, -0.849, 2.894], [-3.730, -0.053, 2.865], [-3.681, 0.941, 4.047], [-2.656, -1.017, 2.915], [-1.473, -0.419, 2.205], [-2.114, 0.779, 1.473], [-3.553, 0.645, 1.688], [-1.892, 1.268, -0.022], [-0.513, 1.339, -0.309], [-2.471, 2.674, 0.090], [-1.639, 3.697, 0.634], [-1.927, 5.016, 0.502], [-3.085, 5.411, -0.172], [-4.002, 4.434, -0.448], [-3.735, 3.069, -0.272], [-2.709, 0.550, -1.093], [-3.292, -0.685, -0.910], [-3.999, -1.282, -1.985], [-3.962, -0.716, -3.256], [-3.324, 0.529, -3.436], [-2.787, 1.194, -2.352], [-0.614, -1.621, 1.650], [0.320, -1.101, 0.760], [-1.472, -2.765, 0.979], [-2.296, -3.620, 1.729], [-2.895, -4.736, 1.151], [-2.862, -4.903, -0.257], [-2.105, -3.989, -1.017], [-1.456, -2.934, -0.412], [0.124, -2.232, 2.873], [1.166, -3.193, 2.614], [1.919, -3.755, 3.624], [1.730, -3.351, 4.956], [0.703, -2.446, 5.250], [-0.124, -1.966, 4.257], [-4.970, -1.497, 3.765], [-5.075, -1.444, 2.003], [-5.910, -0.283, 2.981], [-3.825, 0.431, 5.012], [-4.570, 1.549, 4.006], [-2.731, 1.519, 4.105], [-0.889, 0.080, 3.026], [-1.839, 1.648, 2.048], [-0.643, 3.465, 0.927], [-1.264, 5.738, 0.947], [-3.237, 6.414, -0.440], [-5.008, 4.709, -0.756], [-4.513, 2.329, -0.485], [-3.400, -1.216, 0.040], [-4.571, -2.221, -1.885], [-4.460, -1.282, -4.066], [-3.212, 0.939, -4.471], [-2.361, 2.146, -2.460], [-2.549, -3.434, 2.767], [-3.534, -5.397, 1.711], [-3.343, -5.759, -0.721], [-1.983, -4.196, -2.046], [-0.979, -2.125, -0.951], [1.315, -3.472, 1.577], [2.688, -4.559, 3.420], [2.340, -3.747, 5.728], [0.501, -2.262, 6.274], [-1.022, -1.423, 4.529], [4.522, -0.611, 1.889], [4.615, -0.842, 0.424], [5.708, -1.458, -0.153], [5.932, -1.389, -1.579], [4.841, -1.028, -2.362], [3.571, -0.690, -1.675], [3.546, -0.474, -0.345], [2.389, -0.677, -2.370], [2.298, -1.391, -4.031], [2.983, -0.259, -5.424], [0.454, -1.310, -4.308], [3.144, -3.139, -4.266], [5.093, 0.299, 2.222], [4.939, -1.513, 2.341], [3.478, -0.477, 2.117], [6.477, -1.731, 0.548], [6.883, -1.610, -2.024], [4.898, -0.981, -3.437], [3.837, 0.349, -5.064], [2.191, 0.414, -5.747], [3.393, -0.838, -6.277], [0.061, -1.632, -5.297], [0.121, -0.258, -4.187], [-0.159, -1.870, -3.587], [2.385, -3.811, -4.664], [3.572, -3.587, -3.370], [3.965, -3.022, -4.998], [3.130, 2.297, -3.322], [2.971, 2.990, -2.196], [2.530, 2.437, -1.077], [2.441, 3.349, -0.039], [2.103, 3.152, 1.322], [2.158, 4.262, 2.158], [2.463, 5.576, 1.747], [2.696, 5.813, 0.402], [2.792, 4.674, -0.457], [3.280, 4.707, -2.140], [2.993, 1.300, -3.225], [3.616, 2.688, -4.131], [1.612, 2.180, 1.586], [1.927, 4.111, 3.207], [2.489, 6.338, 2.464], [2.881, 6.840, -0.006]]
}



Record 2
{
  "formula": "C22H26FeN4OS",
  "method": "ωB97M-V/def2-TZVPD",
  "charge": 3,
  "lumo_ev": [-8.65, -11.79],
  "multiplicity": 6,
  "gap_ha": [0.365, 0.249],
  "e_homo_ev": [-18.5800, -18.5667],
  "species": ["Fe", "C", "N", "C", "C", "C", "C", "C", "C", "N", "C", "C", "C", "C", "C", "C", "N", "C", "C", "C", "C", "C", "N", "H", "H", "H", "H", "H", "H", "H", "H", "H", "H", "H", "H", "H", "H", "H", "H", "H", "H", "O", "S", "C", "C", "C", "C", "H", "H", "H", "H", "H", "H", "H", "H"],
  "positions_angstrom": [[-0.761, -0.536, -0.291], [-1.558, 0.264, 2.658], [-0.440, -0.440, 2.008], [-0.317, -1.788, 2.558], [-1.067, -2.771, 1.756], [-1.385, -3.993, 2.350], [-2.127, -4.911, 1.631], [-2.492, -4.610, 0.306], [-2.078, -3.394, -0.236], [-1.399, -2.464, 0.477], [0.801, 0.317, 2.236], [1.812, -0.132, 1.235], [3.159, -0.033, 1.550], [4.112, -0.520, 0.641], [3.650, -1.058, -0.577], [2.285, -1.070, -0.836], [1.377, -0.630, 0.068], [-2.072, 1.317, 1.754], [-2.593, 2.463, 2.354], [-3.077, 3.482, 1.539], [-3.029, 3.303, 0.137], [-2.469, 2.132, -0.365], [-1.951, 1.172, 0.434], [-2.328, -0.462, 2.892], [-1.236, 0.750, 3.588], [0.743, -2.071, 2.593], [-0.685, -1.836, 3.602], [-1.066, -4.209, 3.383], [-2.438, -5.851, 2.082], [-3.075, -5.274, -0.313], [-2.300, -3.154, -1.279], [0.572, 1.390, 2.097], [1.173, 0.170, 3.270], [3.432, 0.350, 2.536], [5.189, -0.530, 0.891], [4.341, -1.452, -1.344], [1.889, -1.475, -1.766], [-2.667, 2.536, 3.452], [-3.527, 4.376, 1.978], [-3.456, 4.021, -0.571], [-2.435, 1.908, -1.431], [-0.488, 0.389, -2.130], [-0.280, 1.454, -3.192], [0.940, 0.775, -4.397], [2.338, 1.239, -4.003], [2.223, 2.651, -3.412], [0.900, 2.777, -2.642], [0.635, 1.240, -5.336], [0.773, -0.296, -4.431], [2.966, 1.244, -4.906], [2.785, 0.573, -3.277], [2.220, 3.400, -4.203], [3.052, 2.891, -2.739], [0.370, 3.706, -2.824], [1.059, 2.671, -1.558]]
}



Record 3
{
  "formula": "C3H2N2S",
  "method": "ωB97M-V/def2-TZVPD",
  "charge": 0,
  "lumo_ev": -2.44,
  "smiles": "S=C1N=CC=N1",
  "gap_ha": 0.265,
  "e_homo_ev": -9.6382,
  "species": ["S", "C", "N", "C", "C", "N", "H", "H"],
  "positions_angstrom": [[-2.883, -0.009, -0.001], [-1.238, -0.027, -0.001], [-0.418, -1.160, 0.023], [0.818, -0.737, -0.006], [0.791, 0.722, -0.006], [-0.422, 1.141, 0.020], [1.724, -1.350, -0.020], [1.627, 1.421, -0.008]]
}



Record 4
{
  "formula": "C5H8O",
  "method": "ωB97M-V/def2-TZVPD",
  "charge": 0,
  "lumo_ev": 0.88,
  "smiles": "C=C=CCOC",
  "gap_ha": 0.376,
  "e_homo_ev": -9.3413,
  "species": ["C", "C", "C", "C", "O", "C", "H", "H", "H", "H", "H", "H", "H", "H"],
  "positions_angstrom": [[0.462, 2.290, -0.497], [-0.003, 1.521, -1.463], [-0.470, 0.350, -1.785], [-0.374, -0.289, -0.110], [-0.643, -1.445, 0.624], [0.487, -2.209, 1.014], [-0.200, 2.896, 0.120], [1.519, 2.290, -0.238], [-0.801, 0.034, -2.783], [-1.062, 0.449, 0.281], [0.686, -0.088, -0.037], [0.845, -2.800, 0.169], [1.323, -1.598, 1.400], [0.175, -2.881, 1.821]]
}



Record 5
{
  "formula": "C26H21N11Pd",
  "method": "ωB97M-V/def2-TZVPD",
  "charge": -2,
  "lumo_ev": [4.73, 4.72],
  "multiplicity": 3,
  "gap_ha": [0.174, 0.213],
  "e_homo_ev": [0.0064, -1.0818],
  "species": ["Pd", "N", "C", "C", "C", "C", "C", "C", "C", "C", "C", "C", "C", "C", "H", "H", "H", "H", "H", "H", "H", "H", "H", "H", "N", "C", "N", "N", "N", "N", "C", "N", "N", "N", "N", "H", "C", "C", "C", "C", "C", "C", "N", "C", "C", "C", "C", "C", "C", "H", "H", "H", "H", "H", "H", "H", "H", "H", "H"],
  "positions_angstrom": [[-0.791, 0.510, -0.437], [-0.794, 0.258, 1.667], [-1.478, -0.787, 2.345], [-2.135, -0.549, 3.583], [-2.413, -1.667, 4.371], [-1.986, -2.940, 4.060], [-1.448, -3.135, 2.799], [-1.471, -2.114, 1.827], [-1.580, -2.397, 0.418], [-1.733, -3.764, 0.058], [-2.274, -4.123, -1.162], [-2.541, -3.129, -2.107], [-2.179, -1.795, -1.817], [-1.575, -1.442, -0.622], [-1.108, 1.182, 2.004], [0.213, 0.169, 1.909], [-2.419, 0.478, 3.856], [-2.914, -1.438, 5.326], [-2.071, -3.737, 4.810], [-0.996, -4.120, 2.590], [-1.601, -4.494, 0.849], [-2.449, -5.199, -1.363], [-3.054, -3.439, -3.017], [-2.333, -1.033, -2.553], [-2.135, 3.096, -2.260], [-1.436, 2.134, -2.954], [-1.229, 2.179, -4.279], [-0.510, 1.073, -4.541], [-0.316, 0.365, -3.463], [-0.835, 1.063, -2.406], [-1.929, 3.289, -0.926], [-2.042, 4.481, -0.285], [-1.815, 4.219, 1.022], [-1.594, 2.890, 1.186], [-1.574, 2.336, -0.051], [-2.415, 3.908, -2.775], [3.110, 2.497, 2.816], [2.288, 3.378, 2.097], [1.681, 2.918, 0.932], [1.834, 1.540, 0.531], [2.630, 0.677, 1.324], [3.324, 1.187, 2.404], [1.200, 1.137, -0.647], [1.955, 0.304, -1.492], [2.584, 0.881, -2.629], [3.233, 0.077, -3.516], [3.388, -1.275, -3.304], [2.895, -1.823, -2.104], [2.170, -1.055, -1.227], [3.672, 2.831, 3.679], [2.152, 4.397, 2.457], [1.083, 3.574, 0.322], [2.732, -0.389, 1.086], [4.041, 0.599, 2.978], [2.462, 1.939, -2.794], [3.740, 0.528, -4.370], [3.935, -1.858, -4.034], [3.130, -2.866, -1.788], [1.719, -1.527, -0.382]]
}



Record 6
{
  "formula": "C5H14NO2",
  "method": "ωB97M-V/def2-TZVPD",
  "charge": 1,
  "lumo_ev": -3.28,
  "gap_ha": 0.374,
  "e_homo_ev": -13.4390,
  "species": ["C", "O", "C", "C", "C", "C", "N", "H", "H", "H", "H", "H", "H", "H", "H", "H", "H", "H", "H", "H", "H", "O"],
  "positions_angstrom": [[0.976, 0.286, -0.984], [0.773, 0.305, -2.366], [-0.249, 0.443, -0.114], [0.184, 0.880, 1.291], [1.255, -0.036, 1.903], [0.954, -0.891, 2.868], [-1.228, 1.433, -0.756], [1.604, -0.534, -0.612], [1.633, 1.173, -0.874], [0.356, -0.505, -2.702], [-0.796, -0.499, -0.057], [-0.608, 0.900, 2.041], [0.566, 1.910, 1.317], [2.239, -0.028, 1.454], [-0.050, -0.889, 3.276], [1.755, -1.469, 3.288], [-2.123, 1.014, -0.995], [-1.339, 2.306, -0.242], [-0.741, 1.691, -1.623], [-1.236, -3.047, -1.889], [-2.360, -2.305, -2.386], [-1.565, -2.137, -1.838]]
}



The electronic energy results, record by record, are as follows: -3066.55202; -2809.14942; -623.15572; -270.38194; -1733.46185; -403.87043 hartree.
The F_max results, record by record, are as follows: 2.5; 3.5; 2.2; 0.9; 3.3; 2.0 eV Å⁻¹.